Record 1
19
Properties=species:S:1:pos:R:3:forces:R:3 method="wB97M-V/def2-TZVPD" charge=0 gap_ev=9.93 smiles="C=C(C)/C=C/C.O" relative_energy_kcal_mol=39.5 lumo_ev=0.830 homo_energy_ev=-9.1
C -1.763 -1.245 -2.436 0.661 -1.009 0.685
C -0.424 -1.102 -1.743 -0.272 0.536 0.011
C 0.649 -0.620 -2.347 0.476 0.044 -0.045
C -0.819 -0.843 2.102 -0.086 0.974 0.483
C -0.454 -0.548 0.687 0.470 -0.178 -0.086
C -0.474 -1.434 -0.296 -0.136 0.107 -0.564
H -1.698 -0.992 -3.490 -0.259 0.143 0.028
H -2.072 -2.294 -2.312 0.032 0.055 -0.372
H -2.510 -0.716 -1.861 -0.279 0.583 -0.232
H 0.653 -0.276 -3.377 -0.137 -0.149 0.016
H 1.594 -0.567 -1.822 0.017 0.102 0.049
H -0.342 -0.132 2.780 0.419 -0.221 0.016
H -0.613 -1.853 2.438 -0.077 -0.165 -0.102
H -1.869 -0.584 2.268 -0.162 -0.420 -0.153
H -0.126 0.457 0.449 -0.340 0.224 -0.029
H -0.713 -2.456 -0.090 -0.327 -0.627 0.296
H 3.843 4.357 2.616 -0.633 0.615 -0.128
H 3.246 5.769 3.181 -0.509 -0.205 -0.675
O 3.893 5.076 3.254 1.142 -0.411 0.802


Record 2
15
Properties=species:S:1:pos:R:3:forces:R:3 method="wB97M-V/def2-TZVPD" charge=0 gap_ev=9.27 smiles="C=CC(=C)N.O" relative_energy_kcal_mol=60.8 lumo_ev=0.806 homo_energy_ev=-8.5
N -1.011 0.108 -0.551 1.097 -1.608 -1.144
C 0.309 0.261 -0.063 -1.401 0.963 2.909
C 0.478 0.826 1.164 0.251 0.182 -1.112
C 2.667 0.092 -0.966 -0.908 -1.147 1.518
C 1.459 -0.450 -0.590 1.804 -0.051 -1.618
H -1.607 0.863 -0.362 -0.732 1.089 0.315
H -1.184 -0.288 -1.475 0.552 0.387 0.382
H 1.484 0.889 1.499 0.684 -0.024 0.340
H -0.227 1.299 1.839 -0.462 -0.176 -0.500
H 3.438 -0.595 -1.265 0.068 -0.507 -0.237
H 3.160 1.058 -0.734 -1.455 -0.139 -0.392
H 1.281 -1.559 -0.623 0.451 1.069 -0.552
H -3.025 -0.896 0.029 -0.231 -0.055 0.347
H -3.421 -0.715 1.481 -0.022 -0.027 0.050
O -3.801 -0.894 0.616 0.304 0.045 -0.308


Record 3
16
Properties=species:S:1:pos:R:3:forces:R:3 method="wB97M-V/def2-TZVPD" charge=+1 gap_ev=10.96 smiles=[NH3+]C(CO)CO relative_energy_kcal_mol=67.8 lumo_ev=-3.417 homo_energy_ev=-14.4
C -0.086 -0.857 0.989 2.886 0.000 0.079
O 0.806 -1.861 0.554 1.264 -1.667 -0.460
C -0.611 -0.296 -0.315 -2.786 2.219 -3.835
C -0.880 1.334 -0.279 -2.965 -3.907 5.688
O 0.079 1.726 0.620 0.721 3.018 1.333
N 0.541 -0.123 -1.492 -1.940 -2.141 -0.720
H 0.565 -0.079 1.480 -1.297 -0.702 -0.150
H -0.731 -1.374 1.681 -1.285 0.792 -0.038
H 1.123 -2.486 1.247 -0.599 0.982 -0.546
H -1.518 -0.872 -0.839 2.271 1.124 1.221
H -0.998 1.890 -1.112 0.435 1.264 -3.488
H -1.851 1.558 0.267 0.433 -0.945 -0.936
H -0.371 2.355 1.251 1.306 -0.829 -0.890
H 0.886 -0.946 -2.024 -0.211 0.041 1.096
H 0.210 0.502 -2.248 -0.106 -0.145 0.837
H 1.287 0.305 -1.027 1.871 0.894 0.807